Entry 1:
55
Properties=species:S:1:pos:R:3:forces:R:3 method="wB97M-V/def2-TZVPD" charge=-2 gap_ev=3.91
C -0.47455 -5.23501 -3.66030 0.0 0.1 0.0
H -1.20355 -2.29858 -0.14429 -0.1 -0.1 -0.1
P -1.62650 2.77373 -1.95758 -0.4 0.3 -0.3
H -4.97867 4.84459 -3.48614 0.0 0.0 0.0
O -1.49608 3.35230 -0.45171 0.1 0.0 -0.2
Cl -2.30947 1.27171 2.28359 -0.3 0.2 0.3
H 4.90706 -1.31349 -1.21367 0.0 0.0 0.0
Cl -1.75518 -0.35514 5.28002 0.1 0.0 -0.1
S 0.03662 2.98806 -2.95806 0.1 0.0 -0.1
H 0.78452 -0.97171 -2.32742 0.0 0.0 0.0
Ge -0.48800 0.77665 3.69464 0.0 -0.2 0.3
C -0.85361 -3.71576 -1.73187 0.1 0.1 0.0
H -2.43105 3.50063 -4.53641 0.1 0.0 0.0
H -0.60633 -4.74801 0.16795 0.0 0.0 0.0
H -1.92447 5.35015 -0.31613 0.0 0.0 0.0
O -2.77170 3.78536 -2.51894 0.1 0.0 0.1
Cl 0.13924 -7.91575 -3.48033 0.0 0.2 0.1
Ca -0.65946 0.71019 0.24157 -1.3 -0.8 -0.1
H -0.00969 5.84333 1.22109 0.0 -0.1 0.0
H 3.06197 -1.92194 -2.74356 0.0 0.0 0.0
C 4.67448 0.41270 0.91386 0.0 -0.1 -0.2
C 3.06272 1.80771 2.02500 0.2 0.0 0.0
H -4.54643 4.64891 -5.19740 0.0 0.0 0.1
Cl 0.03788 -1.09162 2.35504 0.0 0.0 0.1
O 0.78756 1.81802 1.32699 1.2 0.5 0.4
H -3.56855 5.69274 -4.14455 0.0 -0.1 0.0
H -1.36023 -1.63284 -1.88330 -0.1 -0.1 0.0
C -0.57882 -4.87220 -0.90985 0.0 0.0 -0.1
C -0.28690 -6.11234 -1.43576 0.0 0.1 0.0
H -0.37217 4.98010 -1.08465 0.1 0.0 -0.1
C -1.14925 -2.46240 -1.21820 0.1 -0.1 0.0
H -1.02709 4.53942 1.87892 0.0 0.0 0.0
H 0.50333 4.14346 1.10995 0.0 0.0 0.0
Cl 6.31545 -0.19716 0.77400 -0.1 0.1 0.0
N 1.36546 0.10089 -0.69790 0.8 0.1 0.2
C 4.37584 1.30969 1.88632 -0.2 0.1 0.1
I 2.73131 3.27238 3.47356 -0.1 0.0 0.0
H -0.42770 -5.38374 -4.73500 0.0 0.0 0.0
H -0.95460 -3.16542 -3.83765 0.0 0.0 0.0
C 3.91335 -0.90746 -1.07350 0.3 0.0 0.2
C -0.35119 4.81458 1.06639 0.0 0.1 0.1
C -1.03987 4.71358 -0.26871 -0.2 -0.2 0.2
S -2.42924 0.97134 -1.76456 -0.2 0.1 -0.4
H 5.15306 1.64260 2.56038 0.0 0.0 0.0
C 2.90538 -1.23984 -1.91798 -0.3 -0.1 -0.2
H -0.09210 -6.94801 -0.77187 0.0 0.0 0.0
H -3.83426 2.65071 -3.87124 0.0 0.0 0.0
C -0.76910 -3.98594 -3.14990 0.0 -0.1 0.1
C -0.23379 -6.31360 -2.81534 0.0 0.0 0.0
C 3.67868 -0.02130 0.00273 0.0 0.0 -0.1
C -4.14433 4.76514 -4.18683 -0.1 0.1 0.0
C -3.26794 3.58468 -3.83983 0.0 0.0 0.1
C 2.36670 0.46625 0.15560 0.1 0.1 0.0
C 2.00689 1.40635 1.21316 0.1 0.0 -0.1
C 1.62034 -0.70268 -1.69524 0.1 -0.2 -0.1


Entry 2:
50
Properties=species:S:1:pos:R:3:forces:R:3 method="wB97M-V/def2-TZVPD" charge=+1 gap_ev=8.14
C -3.66595 -4.23677 2.59443 0.0 0.0 0.0
H -2.36567 -5.89093 2.98022 0.0 0.0 0.0
C 4.14026 -0.47366 0.57596 0.0 -0.1 0.0
H 4.26052 -1.33423 -0.08431 0.0 0.0 0.0
H 4.23682 1.68712 0.44177 0.0 0.0 0.0
H -1.91908 1.58549 -1.09768 0.0 0.0 0.0
C -2.44058 -4.88809 2.58301 -0.1 0.0 0.0
Cl -5.05591 -5.03100 3.24449 0.0 0.0 0.0
C -1.32415 -4.25739 2.05919 0.0 0.1 0.0
N -4.62035 3.25975 -2.49850 0.1 0.0 0.0
H 5.17756 0.83252 -0.76024 0.0 0.0 0.0
S 2.59322 -0.81537 1.45037 0.1 0.1 0.1
H -4.73835 -2.45163 2.11303 0.0 0.0 0.0
S 0.47988 1.91243 0.90971 0.0 0.0 0.0
S 2.90666 1.07951 -1.43990 0.0 0.1 0.0
C -2.88066 -0.94768 1.05014 0.1 0.3 0.1
C -3.62631 2.76080 -2.78430 -0.2 0.1 0.0
C -2.38846 2.13133 -3.13498 0.1 -0.1 0.0
H -0.37639 1.35758 -5.73349 0.0 0.0 0.0
C -1.42788 -2.97978 1.54245 -0.2 0.0 0.0
H 0.98934 2.06064 3.24001 0.0 0.0 0.0
N -0.44276 0.96817 -2.40079 0.0 0.0 0.0
H 2.59781 0.28396 3.58086 0.0 0.0 0.0
O -0.30971 -2.33737 1.06896 0.0 0.0 0.0
C 1.04553 1.25525 2.50697 -0.1 0.0 0.0
H 3.21001 1.33898 2.33371 0.0 0.0 0.0
C 4.23195 0.82118 -0.21856 0.0 0.0 0.0
H -3.90600 -0.57480 1.22761 0.0 0.0 -0.1
H 2.64961 2.92048 1.12723 0.0 0.0 0.0
H 0.91392 0.39991 -3.84719 0.0 0.0 0.0
H -2.55528 2.49251 -5.24784 0.0 0.0 0.0
H -0.36426 -4.75502 2.04232 0.0 0.0 0.0
C -1.95597 2.06498 -4.45580 0.0 0.0 0.0
C -0.75121 1.43819 -4.72350 0.0 0.0 0.0
C -0.02908 0.90383 -3.67177 0.0 0.0 0.0
H 1.47819 4.02582 0.45469 0.0 0.0 0.0
O -2.06951 -0.20722 0.52246 0.0 -0.1 0.0
C -2.66413 -2.31073 1.55378 0.1 -0.2 -0.1
C 1.84390 3.00048 0.40078 0.0 0.0 -0.1
C 2.42658 0.61577 2.55670 0.0 0.0 0.0
C -0.18364 -2.23415 -0.34732 0.0 0.2 0.0
Cd 0.63553 -0.25742 -0.67181 0.2 0.0 0.1
C -3.78060 -2.95628 2.09045 0.1 0.0 0.0
C 2.35264 2.75679 -1.01890 -0.1 0.0 0.0
H 1.57280 2.98103 -1.74855 0.0 -0.1 0.0
C -1.60424 1.56602 -2.13442 0.0 0.0 0.0
O -0.72504 -3.02361 -1.04916 -0.1 -0.2 -0.1
H 0.27519 0.52601 2.76421 0.0 0.0 0.0
H 3.17810 3.43915 -1.22388 0.0 0.0 0.0
H 4.97514 -0.50252 1.27742 0.0 0.0 0.0


Entry 3:
46
Properties=species:S:1:pos:R:3:forces:R:3 method="wB97M-V/def2-TZVPD" gap_ev=5.22
C 4.73697 -0.33526 -1.19447 0.4 0.4 -0.3
C -2.81268 2.04756 1.85256 -0.4 0.0 0.1
H -3.15629 -2.67269 1.06256 0.0 0.0 0.1
C 1.18458 -0.48069 1.65673 -1.6 0.3 -0.8
C -2.60862 -0.48159 -1.97618 0.0 0.4 -0.2
H -0.91320 -3.80012 1.25146 0.0 0.2 0.3
C 2.33258 0.10859 -1.43637 1.0 0.0 0.1
C 0.54207 0.83679 1.64562 1.0 0.1 -0.3
H -0.99322 2.48553 2.92377 0.0 0.0 -0.4
H 0.21399 2.18729 -1.87828 -0.3 -0.1 0.0
C -2.84174 0.85014 -2.31647 -0.6 0.2 0.2
C 0.54065 -1.80008 1.68183 0.9 0.0 -0.3
O -0.79903 0.81465 1.72592 0.1 0.6 0.1
H 4.19914 2.85065 -2.27923 0.0 -0.3 0.0
H -3.20002 -4.06549 2.15968 0.0 0.1 0.0
C 2.66973 1.39030 -1.95527 0.0 -0.2 0.4
H 5.54046 -1.02410 -0.93543 -0.2 0.2 -0.1
H 3.19872 -1.77634 -0.81237 0.0 0.2 0.0
C -1.31905 2.14553 1.92913 -0.1 0.1 0.0
F -4.12774 1.25647 -2.56208 1.1 -0.4 0.0
H -2.04245 2.83050 -2.63992 -0.1 -0.3 0.2
H 6.06389 1.32615 -1.61910 -0.3 -0.1 0.1
C -0.55527 1.42938 -1.94994 0.2 -0.4 0.1
C -1.83381 1.80538 -2.33832 0.1 -0.1 0.0
H -0.91576 2.82624 1.16630 -0.1 -0.2 0.3
H -3.12879 1.67879 0.87175 0.0 0.0 0.1
C -1.31641 -0.84780 -1.64127 0.4 0.2 0.2
H -3.24456 3.04005 2.00531 0.0 -0.1 0.0
H 0.99375 -1.37952 -0.68556 0.2 0.2 -0.7
O -0.79618 -1.79574 1.83258 0.3 -0.5 0.0
H 1.88919 2.03818 -2.33727 0.4 0.0 0.2
C -1.29385 -3.13570 2.03778 -0.2 0.0 0.0
C 1.02689 -0.38273 -1.13983 0.3 -0.8 0.4
H -1.10394 -1.88869 -1.40041 -0.1 0.2 0.0
O 1.18035 1.87697 1.53567 -0.4 -0.6 0.2
C 5.03167 0.97725 -1.58554 -0.3 -0.4 0.1
Cl 2.81930 -0.47256 1.99685 1.0 0.0 -0.2
C -0.24438 0.08963 -1.59853 -1.4 0.4 0.1
C -2.79210 -3.06167 2.01888 -0.4 0.0 0.1
H -3.16376 -2.42438 2.82886 0.0 -0.1 -0.2
C 3.42353 -0.75963 -1.13115 -0.5 0.2 0.5
H -0.93008 -3.48724 3.01336 0.0 0.0 -0.3
O 1.18257 -2.83360 1.52899 -0.4 0.6 0.2
H -3.42661 -1.19703 -1.98379 0.2 0.2 0.0
C 3.98779 1.82945 -1.96137 -0.3 -0.1 -0.2
H -3.19831 1.38116 2.63260 0.0 0.1 -0.2


Entry 4:
57
Properties=species:S:1:pos:R:3:forces:R:3 method="wB97M-V/def2-TZVPD" charge=-1 spin_multiplicity=2 gap_ev="9.14 / 7.86"
H -2.01593 -4.45091 0.08139 0.0 0.0 0.0
N -0.33755 -1.00315 2.03074 -0.1 0.2 0.2
C 0.29132 0.99993 2.43005 -0.1 0.0 0.0
O -0.48176 1.61732 -0.84091 -0.1 0.0 0.1
C 1.07095 2.29814 -2.58235 0.0 0.0 0.0
C -0.76250 -0.73913 3.27170 0.1 0.0 0.0
O -1.24790 0.63983 5.76259 0.1 0.0 0.0
C -3.40243 0.10864 0.54998 0.0 0.0 0.0
H 3.41912 2.87753 -2.72976 0.0 0.0 0.0
C 3.05637 -0.81376 -1.73621 0.0 0.0 0.0
O 1.06512 3.19698 2.82832 -0.1 0.0 -0.1
O -2.36252 -2.17799 -2.09688 0.1 0.0 0.0
H -2.64163 0.29960 -1.44631 0.0 0.0 0.0
C 3.87953 2.79005 -0.63794 0.0 0.0 0.0
C -2.94709 -0.38080 -0.66472 0.0 0.0 0.0
C -3.19278 -2.65976 0.12023 0.0 0.0 0.0
H 1.44063 -0.26830 -3.06822 0.0 0.0 0.0
O 0.23225 -0.87115 -1.41831 0.0 -0.1 -0.1
H -3.30642 -4.40828 -1.12061 0.0 0.0 0.0
C -1.04457 -2.74051 -2.07833 0.0 -0.1 0.0
H 3.03377 0.33480 -3.57492 0.0 0.0 0.0
H -0.64783 -2.61258 -3.08406 0.0 0.0 0.0
C 3.43154 2.13410 -1.92726 0.0 0.0 0.0
O -1.27277 2.60909 -2.67283 0.0 0.0 0.0
H -1.08555 -3.80089 -1.82480 0.0 0.0 0.0
H -3.69189 -4.69267 0.58623 0.0 0.0 0.0
Cl -4.30214 -0.20739 3.08594 0.0 0.0 0.0
Ru 1.14583 0.60974 -0.27816 -0.1 0.0 -0.2
H 1.34100 3.32918 -2.34664 0.0 0.0 0.0
H 4.20488 1.40884 -2.18322 0.0 0.0 0.0
H -3.94497 -2.84162 2.12251 0.0 0.0 0.0
C -0.35574 2.15283 -2.02181 0.0 -0.1 0.1
H 3.91716 1.04859 0.27015 0.0 0.0 0.0
O 1.56753 2.21883 0.88692 0.1 0.0 0.0
H -3.45992 1.17406 0.72457 0.0 0.0 0.0
C -2.83554 -1.74596 -0.87131 0.0 0.0 0.0
H 1.04287 2.20035 -3.66896 0.0 0.0 0.0
C -0.37879 0.55396 3.58336 0.0 0.0 0.0
C -3.04784 -4.13883 -0.09634 0.0 0.0 0.0
C -0.66418 1.22029 4.87933 -0.1 0.0 -0.1
O 0.03816 -2.58448 0.03268 0.1 -0.2 -0.2
H -0.35641 -1.84404 1.43598 0.0 0.0 -0.1
C 1.00752 2.25078 2.04904 0.1 -0.1 0.1
C -3.65836 -2.15980 1.33135 0.0 0.0 0.0
H -1.30593 -1.45585 3.86206 0.0 0.0 0.0
O 4.42764 1.87089 0.28467 0.1 0.0 0.0
H 0.19361 2.81808 4.18853 0.1 -0.1 0.1
H 4.69409 3.46567 -0.91373 0.0 0.0 0.0
O 3.78285 -1.68249 -2.16624 0.0 0.0 0.0
O -0.26865 2.47993 5.00641 0.0 0.0 0.0
N 2.10339 1.41968 -1.98430 0.0 0.0 -0.1
C 2.37372 0.16479 -2.72163 0.0 0.0 0.0
C -3.75243 -0.79284 1.53814 0.0 0.0 0.0
O 2.79012 -0.61595 -0.46485 -0.1 0.1 0.1
C -0.15792 -2.03104 -1.05206 -0.1 0.2 0.0
N 0.29360 0.04422 1.51553 0.0 0.0 0.0
H 3.08538 3.38342 -0.18473 0.0 0.0 0.0


Copy entry 4 word for word.
57
Properties=species:S:1:pos:R:3:forces:R:3 method="wB97M-V/def2-TZVPD" charge=-1 spin_multiplicity=2 gap_ev="9.14 / 7.86"
H -2.01593 -4.45091 0.08139 0.0 0.0 0.0
N -0.33755 -1.00315 2.03074 -0.1 0.2 0.2
C 0.29132 0.99993 2.43005 -0.1 0.0 0.0
O -0.48176 1.61732 -0.84091 -0.1 0.0 0.1
C 1.07095 2.29814 -2.58235 0.0 0.0 0.0
C -0.76250 -0.73913 3.27170 0.1 0.0 0.0
O -1.24790 0.63983 5.76259 0.1 0.0 0.0
C -3.40243 0.10864 0.54998 0.0 0.0 0.0
H 3.41912 2.87753 -2.72976 0.0 0.0 0.0
C 3.05637 -0.81376 -1.73621 0.0 0.0 0.0
O 1.06512 3.19698 2.82832 -0.1 0.0 -0.1
O -2.36252 -2.17799 -2.09688 0.1 0.0 0.0
H -2.64163 0.29960 -1.44631 0.0 0.0 0.0
C 3.87953 2.79005 -0.63794 0.0 0.0 0.0
C -2.94709 -0.38080 -0.66472 0.0 0.0 0.0
C -3.19278 -2.65976 0.12023 0.0 0.0 0.0
H 1.44063 -0.26830 -3.06822 0.0 0.0 0.0
O 0.23225 -0.87115 -1.41831 0.0 -0.1 -0.1
H -3.30642 -4.40828 -1.12061 0.0 0.0 0.0
C -1.04457 -2.74051 -2.07833 0.0 -0.1 0.0
H 3.03377 0.33480 -3.57492 0.0 0.0 0.0
H -0.64783 -2.61258 -3.08406 0.0 0.0 0.0
C 3.43154 2.13410 -1.92726 0.0 0.0 0.0
O -1.27277 2.60909 -2.67283 0.0 0.0 0.0
H -1.08555 -3.80089 -1.82480 0.0 0.0 0.0
H -3.69189 -4.69267 0.58623 0.0 0.0 0.0
Cl -4.30214 -0.20739 3.08594 0.0 0.0 0.0
Ru 1.14583 0.60974 -0.27816 -0.1 0.0 -0.2
H 1.34100 3.32918 -2.34664 0.0 0.0 0.0
H 4.20488 1.40884 -2.18322 0.0 0.0 0.0
H -3.94497 -2.84162 2.12251 0.0 0.0 0.0
C -0.35574 2.15283 -2.02181 0.0 -0.1 0.1
H 3.91716 1.04859 0.27015 0.0 0.0 0.0
O 1.56753 2.21883 0.88692 0.1 0.0 0.0
H -3.45992 1.17406 0.72457 0.0 0.0 0.0
C -2.83554 -1.74596 -0.87131 0.0 0.0 0.0
H 1.04287 2.20035 -3.66896 0.0 0.0 0.0
C -0.37879 0.55396 3.58336 0.0 0.0 0.0
C -3.04784 -4.13883 -0.09634 0.0 0.0 0.0
C -0.66418 1.22029 4.87933 -0.1 0.0 -0.1
O 0.03816 -2.58448 0.03268 0.1 -0.2 -0.2
H -0.35641 -1.84404 1.43598 0.0 0.0 -0.1
C 1.00752 2.25078 2.04904 0.1 -0.1 0.1
C -3.65836 -2.15980 1.33135 0.0 0.0 0.0
H -1.30593 -1.45585 3.86206 0.0 0.0 0.0
O 4.42764 1.87089 0.28467 0.1 0.0 0.0
H 0.19361 2.81808 4.18853 0.1 -0.1 0.1
H 4.69409 3.46567 -0.91373 0.0 0.0 0.0
O 3.78285 -1.68249 -2.16624 0.0 0.0 0.0
O -0.26865 2.47993 5.00641 0.0 0.0 0.0
N 2.10339 1.41968 -1.98430 0.0 0.0 -0.1
C 2.37372 0.16479 -2.72163 0.0 0.0 0.0
C -3.75243 -0.79284 1.53814 0.0 0.0 0.0
O 2.79012 -0.61595 -0.46485 -0.1 0.1 0.1
C -0.15792 -2.03104 -1.05206 -0.1 0.2 0.0
N 0.29360 0.04422 1.51553 0.0 0.0 0.0
H 3.08538 3.38342 -0.18473 0.0 0.0 0.0